Computed, not measured: C32H42BrCsN5O2P as an isolated structure, with the ωB97M-V functional and the def2-TZVPD basis.

E_LUMO, eV: -0.04
Energy relative to the best compared isomer or geometry (same formula, charge and spin), eV: 1.6940
2S+1: 1
Kohn-Sham gap, Eh: 0.249

The geometry in XYZ format:
```
84
C32H42BrCsN5O2P (the ωB97M-V functional and the def2-TZVPD basis)
Cs 0.040 -0.716 -0.322
C -0.305 0.354 -6.777
C -0.889 -0.085 -5.428
C -2.380 -0.374 -5.587
C -0.109 -1.252 -4.844
C 1.278 -1.172 -4.721
C 2.018 -2.213 -4.184
C 1.399 -3.376 -3.735
C 2.202 -4.501 -3.136
C 0.018 -3.453 -3.841
C -0.722 -2.416 -4.391
H -0.914 1.149 -7.209
H -0.292 -0.487 -7.474
H 0.712 0.732 -6.682
H -0.789 0.750 -4.725
H -2.540 -1.229 -6.248
H -2.877 0.490 -6.029
H -2.854 -0.575 -4.626
H 1.798 -0.280 -5.050
H 3.097 -2.123 -4.118
H 1.693 -5.455 -3.266
H 2.349 -4.341 -2.065
H 3.185 -4.567 -3.601
H -0.495 -4.345 -3.497
H -1.795 -2.529 -4.456
Br -5.660 -0.786 4.272
C -4.574 -0.804 2.702
C -4.595 -1.929 1.861
C -3.803 -1.954 0.750
C -2.949 -0.858 0.364
O -2.266 -0.922 -0.688
C -2.937 0.269 1.275
C -2.150 1.449 1.069
N -1.409 1.705 0.054
C -0.841 2.948 -0.128
C -1.454 4.125 0.267
C -0.867 5.381 0.050
C 0.339 5.488 -0.585
C 0.978 4.324 -1.064
C 2.203 4.375 -1.765
C 2.748 3.228 -2.265
C 2.056 2.019 -2.062
N 0.947 1.920 -1.375
C 0.387 3.046 -0.868
C -3.765 0.257 2.416
H -5.247 -2.760 2.098
H -3.816 -2.810 0.086
H -2.215 2.176 1.896
H -2.427 4.076 0.740
H -1.385 6.271 0.384
H 0.802 6.453 -0.750
H 2.689 5.334 -1.905
H 3.681 3.236 -2.811
H 2.442 1.093 -2.481
H -3.762 1.118 3.076
C -1.079 -0.483 4.327
N -0.233 -1.125 3.338
C -0.605 -2.502 3.036
P 1.318 -0.647 2.976
O 1.643 -0.857 1.551
N 1.520 0.942 3.411
C 1.286 2.013 2.457
C 1.616 1.366 4.795
N 2.323 -1.543 3.963
C 1.950 -2.114 5.239
C 3.754 -1.396 3.757
H -2.121 -0.606 4.031
H -0.866 0.583 4.377
H -0.960 -0.916 5.329
H -1.541 -2.528 2.469
H -0.746 -3.085 3.953
H 0.184 -2.973 2.450
H 1.309 1.611 1.447
H 2.072 2.769 2.544
H 0.319 2.505 2.621
H 1.660 0.502 5.456
H 0.756 1.979 5.087
H 2.519 1.965 4.949
H 0.870 -2.100 5.365
H 2.406 -1.571 6.077
H 2.284 -3.154 5.297
H 3.936 -0.987 2.765
H 4.245 -2.370 3.827
H 4.205 -0.731 4.504
```

Computed, not measured: a 2-piece molecular cluster, C7H15N3O4P overall, with the ωB97M-V functional and the def2-TZVPD basis.

E_LUMO, eV: -2.72
Energy relative to the best compared isomer or geometry (same formula, charge and spin), eV: 0.0000
2S+1: 1
Total charge: +1
Kohn-Sham gap, Eh: 0.350

The geometry in XYZ format:
```
30
C7H15N3O4P (the ωB97M-V functional and the def2-TZVPD basis)
N -0.591 -3.952 1.878
O -0.887 -2.682 2.398
C -1.902 -2.070 1.729
O -1.664 -1.427 0.791
O -3.207 -2.133 2.169
P -4.084 -3.342 1.461
O -3.270 -4.363 0.786
H -1.179 -4.667 2.288
H -0.621 -3.960 0.865
H -4.782 -3.944 2.538
H -5.057 -2.824 0.579
C 2.402 -0.271 -2.431
C 1.208 0.665 -2.520
N 1.078 1.486 -1.310
C 0.414 1.122 -0.162
C 0.528 2.159 0.703
N 1.260 3.134 0.063
C 1.584 2.705 -1.154
C 1.630 4.439 0.613
H 2.320 -0.925 -1.562
H 2.464 -0.892 -3.323
H 3.332 0.292 -2.337
H 0.286 0.100 -2.646
H 1.307 1.333 -3.376
H -0.063 0.156 -0.104
H 0.176 2.325 1.705
H 2.156 3.252 -1.885
H 1.215 5.224 -0.016
H 2.714 4.523 0.640
H 1.235 4.538 1.620
```

Computed, not measured: C14H19NO4RuSSi as an isolated structure, with the ωB97M-V functional and the def2-TZVPD basis.

E_LUMO (alpha / beta), eV: -5.50 / -5.35
Energy relative to the best compared isomer or geometry (same formula, charge and spin), eV: 2.0334
2S+1: 2
Total charge: +1
Kohn-Sham gap (alpha / beta), Eh: 0.237 / 0.235

The geometry in XYZ format:
```
41
C14H19NO4RuSSi (the ωB97M-V functional and the def2-TZVPD basis)
Ru 0.394 0.854 -0.073
O 2.691 0.652 -3.484
C 2.180 0.798 -2.261
O 0.897 0.702 -2.102
C 3.028 1.053 -1.162
C 4.442 1.149 -1.111
C 5.060 1.254 0.107
C 4.307 1.276 1.309
C 2.936 1.230 1.194
N 2.331 1.159 0.018
C 1.908 1.245 2.346
O 2.253 1.402 3.486
O 0.699 1.112 1.906
H 1.984 0.492 -4.129
H 4.991 1.112 -2.038
H 6.135 1.318 0.168
H 4.770 1.334 2.279
C -1.506 -4.199 1.230
Si -2.639 -3.064 0.165
C -2.526 -3.712 -1.647
C -4.416 -2.951 0.819
C -1.772 -1.423 0.103
C -1.097 -0.406 0.005
H -1.929 -5.196 1.283
H -1.410 -3.803 2.235
H -0.516 -4.261 0.791
H -3.014 -4.678 -1.724
H -1.490 -3.817 -1.952
H -3.011 -3.017 -2.323
H -4.895 -3.926 0.812
H -5.017 -2.283 0.208
H -4.448 -2.577 1.838
C -2.302 2.795 -0.437
S -0.580 3.275 -0.765
C -0.197 4.120 0.796
H -2.921 3.690 -0.435
H -2.357 2.278 0.521
H -2.610 2.134 -1.244
H -0.337 3.440 1.635
H -0.851 4.985 0.893
H 0.835 4.455 0.741
```

Computed, not measured: a 4-piece molecular cluster, C16H33BrN2O12P overall, with the ωB97M-V functional and the def2-TZVPD basis.

E_LUMO, eV: 2.18
Energy relative to the best compared isomer or geometry (same formula, charge and spin), eV: 0.0000
2S+1: 1
Total charge: -1
Kohn-Sham gap, Eh: 0.254

The geometry in XYZ format:
```
65
C16H33BrN2O12P (the ωB97M-V functional and the def2-TZVPD basis)
C -2.364 -0.039 -0.286
C -1.982 0.038 1.186
N -0.748 0.844 1.375
N -0.854 1.821 2.410
C -0.898 1.242 3.738
C -2.090 1.854 4.536
O -2.851 1.037 5.075
O -2.130 3.104 4.501
P 0.644 1.678 4.709
O 0.785 0.260 5.539
Br 2.245 1.380 3.106
H -1.491 -0.269 -0.897
H -2.818 0.893 -0.627
H -3.092 -0.838 -0.430
H -2.797 0.436 1.793
H -1.777 -0.978 1.532
H -0.622 1.381 0.525
H -1.646 2.438 2.282
H -0.972 0.152 3.717
H 0.051 -0.333 5.331
C 1.522 -1.157 -3.938
C 1.126 -1.298 -2.485
O -0.256 -1.678 -2.346
C -0.524 -2.962 -2.535
O 0.275 -3.828 -2.790
O -1.836 -3.143 -2.379
C -2.276 -4.487 -2.572
H 0.850 -0.466 -4.449
H 2.540 -0.775 -4.010
H 1.477 -2.117 -4.452
H 1.204 -0.343 -1.971
H 1.760 -2.014 -1.964
H -1.713 -5.174 -1.944
H -2.171 -4.775 -3.618
H -3.324 -4.503 -2.289
C 7.104 -2.846 0.909
C 7.290 -3.916 -0.145
O 6.183 -4.829 -0.178
C 5.100 -4.382 -0.816
O 4.999 -3.326 -1.384
O 4.147 -5.305 -0.713
C 2.897 -4.923 -1.301
H 6.919 -3.299 1.883
H 8.000 -2.227 0.977
H 6.260 -2.202 0.669
H 8.154 -4.536 0.085
H 7.434 -3.482 -1.134
H 3.029 -4.613 -2.334
H 2.445 -4.114 -0.729
H 2.254 -5.796 -1.262
C -3.710 3.932 1.804
C -2.689 4.981 1.439
O -2.649 5.229 0.011
C -3.599 6.011 -0.468
O -4.468 6.569 0.150
O -3.443 6.087 -1.801
C -4.435 6.869 -2.460
H -3.539 3.016 1.232
H -3.624 3.706 2.869
H -4.725 4.269 1.591
H -1.686 4.641 1.690
H -2.869 5.917 1.964
H -4.508 7.860 -2.017
H -5.405 6.375 -2.411
H -4.116 6.950 -3.495
```

Computed, not measured: a 13-piece molecular cluster, H26O13 overall, with the ωB97M-V functional and the def2-TZVPD basis.

E_LUMO, eV: 0.14
Energy relative to the best compared isomer or geometry (same formula, charge and spin), eV: 0.0601
2S+1: 1
Kohn-Sham gap, Eh: 0.414

The geometry in XYZ format:
```
39
H26O13 (the ωB97M-V functional and the def2-TZVPD basis)
O -2.567 1.726 -1.100
H -2.736 0.815 -0.873
H -1.788 1.737 -1.700
O 2.589 -2.186 -1.437
H 3.249 -2.566 -1.980
H 1.814 -1.906 -1.940
O -1.892 -2.669 -2.378
H -2.171 -2.219 -1.586
H -1.333 -3.407 -2.095
O 0.946 3.223 -0.373
H 0.168 3.210 0.161
H 1.451 2.432 -0.105
O -1.543 2.621 1.288
H -2.099 2.958 2.007
H -2.234 2.524 0.483
O 0.017 2.257 -2.639
H -0.455 2.922 -3.108
H 0.353 2.713 -1.890
O 2.483 -2.765 1.655
H 2.458 -1.884 2.013
H 2.381 -2.719 0.718
O 2.460 1.204 3.028
H 2.381 2.133 3.001
H 2.828 0.915 2.155
O -0.163 0.063 1.704
H -0.659 0.878 1.570
H 0.518 0.354 2.368
O -2.356 -1.083 -0.178
H -1.368 -0.816 -0.073
H -2.546 -1.438 0.700
O -2.450 -1.988 2.557
H -2.061 -2.880 2.786
H -1.717 -1.384 2.442
O 2.273 0.257 0.306
H 1.374 -0.017 0.508
H 2.660 -0.379 -0.298
O 0.150 -0.935 -2.272
H 0.052 -0.135 -2.762
H -0.469 -1.564 -2.665
```

Computed, not measured: one molecule with the formula C18H28N4O3, with the ωB97M-V functional and the def2-TZVPD basis.

E_LUMO, eV: 0.79
Energy relative to the best compared isomer or geometry (same formula, charge and spin), eV: 0.1712
2S+1: 1
Kohn-Sham gap, Eh: 0.350

The geometry in XYZ format:
```
53
C18H28N4O3 (the ωB97M-V functional and the def2-TZVPD basis)
C 4.265 -0.559 -0.268
C 2.840 -1.080 -0.158
H 2.186 -0.552 -0.858
H 2.799 -2.154 -0.354
O 2.314 -0.938 1.160
C 1.897 0.304 1.496
O 2.005 1.274 0.778
N 1.361 0.342 2.735
C 1.150 -0.832 3.559
H 1.187 -1.711 2.915
C -0.206 -0.745 4.268
H -0.124 -0.193 5.204
H -0.564 -1.749 4.496
C -1.218 -0.031 3.362
N -1.298 -0.706 2.083
C -2.117 -1.735 1.848
O -2.891 -2.215 2.650
C -1.954 -2.321 0.429
N -1.777 -1.330 -0.592
C -2.529 -1.134 -1.695
C -1.988 -0.067 -2.378
C -0.887 0.332 -1.596
N -0.772 -0.447 -0.531
C 0.049 1.451 -1.880
H -0.505 2.395 -1.862
C 0.722 1.295 -3.247
C -0.200 1.594 -4.431
C -1.282 0.547 -4.701
H -1.717 0.755 -5.682
C -2.416 0.536 -3.670
H -2.755 1.564 -3.503
H -3.260 -0.035 -4.064
H -0.827 -0.445 -4.745
H 0.421 1.671 -5.329
H -0.673 2.567 -4.279
H 1.566 1.986 -3.290
H 1.119 0.281 -3.342
H 0.802 1.489 -1.091
H -3.378 -1.750 -1.914
H -1.077 -2.981 0.460
H -2.836 -2.921 0.199
H -0.717 -0.381 1.308
C -0.793 1.429 3.155
H -1.236 2.061 3.924
C 0.739 1.556 3.209
H 1.083 2.376 2.579
H 1.074 1.734 4.236
H -1.161 1.768 2.186
H -2.214 -0.089 3.816
H 1.959 -0.915 4.297
H 4.279 0.512 -0.083
H 4.906 -1.053 0.459
H 4.647 -0.750 -1.267
```

DFT total energy per entry: -4604.4237 -1082.0494 -1682.8777 -4557.3467 -993.7710 -1147.4975 a.u.